CH5NO2 | ωB97M-V/def2-TZVPD

Positions of all 9 atoms, in Å:
N1 -2.61255 0.42368 -0.33010
O1 -3.11657 -0.46969 0.29446
H1 -1.66127 0.59586 -0.57423
C1 2.22638 0.58746 0.20570
O2 2.82427 -0.65814 -0.07484
H2 2.42746 0.79375 1.25283
H3 1.14280 0.57427 0.05892
H4 2.65458 1.40038 -0.40297
H5 2.70447 -0.83212 -1.01493

Kohn-Sham gap	8.68	eV
ΔE to the lowest compared entry with this formula, charge and spin	106.5	kcal per mole
2S+1	1
strongest force on any atom	5.625	eV/Å
E_tot	-246.18717	hartree
LUMO energy	-0.5	eV

***

CH5NO2 | ωB97M-V/def2-TZVPD

Positions of all 9 atoms, in Å:
N1 -2.78103 -0.78540 -0.02790
O1 -3.53459 0.13409 -0.24308
H1 -1.88466 -0.56930 0.63240
C1 1.06561 0.38453 -0.03569
O2 1.79976 -0.78131 -0.20118
H2 1.35783 0.91967 0.90747
H3 0.06215 0.07765 0.18822
H4 1.18791 1.08157 -0.89176
H5 2.72703 -0.46150 -0.32849

Kohn-Sham gap	9.13	eV
ΔE to the lowest compared entry with this formula, charge and spin	98.8	kcal per mole
2S+1	1
strongest force on any atom	2.347	eV/Å
E_tot	-246.19940	hartree
LUMO energy	-0.4	eV

***

CH5NO2P | ωB97M-V/def2-TZVPD

Positions of all 10 atoms, in Å:
C1 -0.20945 0.51466 -0.85336
N1 1.13660 0.39064 -0.39554
O1 -1.52769 -1.61403 2.62751
O2 -0.81356 -0.43017 0.72653
P1 -2.12595 -1.12207 1.40566
H1 -0.40542 1.55701 -0.90389
H2 -0.36712 -0.22002 -1.67886
H3 0.98922 -0.13586 0.54739
H4 1.67208 1.25157 -0.33137
H5 1.65131 -0.19173 -1.14409

Kohn-Sham gap	8.54	eV
ΔE to the lowest compared entry with this formula, charge and spin	51.5	kcal per mole
2S+1	1
charge	+1
strongest force on any atom	5.016	eV/Å
E_tot	-587.34959	hartree
LUMO energy	-5.9	eV

***

CH5NO2S | ωB97M-V/def2-TZVPD

Positions of all 10 atoms, in Å:
N1 0.28769 0.12248 1.83631
C1 1.14655 0.13240 0.77027
O1 2.15725 -0.50344 0.69258
O2 0.71673 0.96989 -0.23362
H1 -0.34546 0.89871 1.91563
H2 0.63438 -0.29670 2.68930
H3 -0.12590 0.62735 -0.57577
S1 -1.84536 -0.44403 -1.90717
H4 -0.92381 -1.41398 -1.99644
H5 -1.70206 -0.09268 -3.19109

Kohn-Sham gap	10.95	eV
ΔE to the lowest compared entry with this formula, charge and spin	0.0	kcal per mole
2S+1	1
strongest force on any atom	0.351	eV/Å
E_tot	-644.54429	hartree
LUMO energy	0.5	eV

***

CH5NO2S | ωB97M-V/def2-TZVPD

Positions of all 10 atoms, in Å:
C1 -0.67881 -1.35997 -0.03013
N1 0.79751 0.87902 0.29021
O1 1.92868 1.74312 0.06148
O2 -2.10754 0.96609 -0.05279
S1 -1.14985 0.16457 -0.88422
H1 -0.08743 -1.92778 -0.81820
H2 0.02932 -1.07636 0.82732
H3 -1.43792 -2.05662 0.13450
H4 0.21168 1.29875 0.99733
H5 2.49436 1.36918 -0.52549

Kohn-Sham gap (alpha / beta)	8.87 / 7.97	eV
ΔE to the lowest compared entry with this formula, charge and spin	124.2	kcal per mole
2S+1	1
strongest force on any atom	6.638	eV/Å
E_tot	-644.34639	hartree
LUMO energy (alpha / beta)	-0.5 / -0.4	eV

***

CH5NO2S | ωB97M-V/def2-TZVPD

Positions of all 10 atoms, in Å:
N1 0.65520 -1.19714 1.65095
C1 1.27882 -0.32767 0.80185
O1 2.27930 -0.55188 0.19718
O2 0.59749 0.87465 0.71450
H1 -0.02209 -0.80117 2.26414
H2 1.21757 -1.97549 1.99064
H3 -0.24647 0.70273 0.25120
S1 -2.07889 0.53733 -1.47701
H4 -1.07076 0.04060 -2.22046
H5 -2.16352 1.66408 -2.19880

Kohn-Sham gap	10.96	eV
ΔE to the lowest compared entry with this formula, charge and spin	0.9	kcal per mole
2S+1	1
strongest force on any atom	0.783	eV/Å
E_tot	-644.54279	hartree
LUMO energy	0.5	eV